DFT (ωB97M-V/def2-TZVPD) results for a structure of composition C25H28F5N5OP2S2Sn in a non-equilibrium geometry.

Summary:
Energy above the lowest of the compared OMol25 structures with the same formula, charge and spin, kcal per mole: 29.5
M, g mol⁻¹: 754.32
Highest occupied orbital energy, eV: -1.537
LUMO level, Eh: 0.1708

```
! RIJCOSX wB97M-V def2-TZVPD def2/J DEFGRID3
* xyz -2 1
Sn 0.0957 0.3135 -0.1495
N 1.1228 3.9505 2.2180
C 0.8021 3.1687 1.1407
S -0.8472 2.6724 1.0308
N 1.7049 3.0033 0.2249
N 1.3693 2.1919 -0.7992
C 1.8913 2.4158 -1.9527
C 1.5295 1.7470 -3.1676
C 2.2934 2.0246 -4.3033
C 1.9981 1.5023 -5.5429
C 0.8987 0.6606 -5.6693
C 0.1148 0.3815 -4.5765
C 0.3791 0.9107 -3.2936
O -0.4441 0.6370 -2.3406
H 0.5072 3.7806 3.0012
H 2.0993 3.8854 2.4693
H 2.6246 3.2271 -2.0372
H 3.1491 2.6814 -4.1962
H 2.6154 1.7348 -6.4022
H 0.6636 0.2223 -6.6331
H -0.7328 -0.2817 -4.6657
C -2.4808 -3.9081 -0.5432
P -2.0447 -2.4156 0.4768
C -3.0942 -1.1923 -0.3912
C -3.1589 -2.8006 1.9246
C -3.2030 -1.6162 2.8761
P -1.5841 -0.7038 2.7318
C -1.7804 0.4801 4.1212
C -0.5105 -1.9551 3.5366
H -3.5561 -3.9929 -0.7089
H -2.1080 -4.8061 -0.0492
H -1.9836 -3.8155 -1.5029
H -4.1285 -1.5347 -0.4566
H -2.6796 -1.0445 -1.3863
H -3.0340 -0.2452 0.1470
H -2.7165 -3.6672 2.4257
H -4.1604 -3.0891 1.5853
H -3.3753 -1.9339 3.9124
H -4.0035 -0.9254 2.5952
H -2.0749 -0.0111 5.0494
H -2.5094 1.2385 3.8397
H -0.8137 0.9659 4.2504
H -1.0355 -2.4744 4.3410
H 0.3541 -1.4402 3.9460
H -0.1776 -2.6704 2.7858
F -0.5291 -2.3240 -2.4078
C 0.8213 -2.3740 -2.3186
C 1.4753 -1.5279 -1.4365
C 2.8543 -1.6732 -1.4476
F 3.5959 -0.8812 -0.6454
C 3.5418 -2.5810 -2.2436
F 4.8955 -2.6926 -2.1943
C 2.8297 -3.4060 -3.1001
F 3.4787 -4.3029 -3.8885
C 1.4492 -3.3040 -3.1359
F 0.7425 -4.1288 -3.9577
C 2.2154 -2.1040 7.2775
C 2.7283 -1.6261 5.9442
C 3.8547 -2.1974 5.3519
C 4.2050 -1.6752 4.1085
N 3.5623 -0.6935 3.5329
C 2.4883 -0.1857 4.1774
S 1.6722 1.1021 3.4877
N 2.0544 -0.6532 5.3757
H 3.0394 -2.4255 7.9146
H 1.5356 -2.9442 7.1362
H 1.6606 -1.3014 7.7562
H 4.4153 -2.9903 5.8308
H 5.0612 -2.0698 3.5624
*
```

DFT (ωB97M-V/def2-TZVPD) results for a structure of composition C4H16ClN8O4V in a non-equilibrium geometry.

Summary:
Energy above the lowest of the compared OMol25 structures with the same formula, charge and spin, kcal per mole: 59.0
M, g mol⁻¹: 326.62
Highest occupied orbital energy (spin up / spin down), eV: -12.122 / -12.123
<S²>: 3.762
LUMO level (spin up / spin down), Eh: -0.2704 / -0.2549

```
! RIJCOSX wB97M-V def2-TZVPD def2/J DEFGRID3
* xyz 1 4
V -1.9593 -2.4751 1.6611
Cl -0.0886 -0.9659 1.6554
C -3.3473 2.0036 1.1562
O -3.5661 1.1188 0.3503
N -4.2429 2.9608 1.5193
N -2.1753 2.0146 1.8769
H -4.0500 3.6013 2.2688
H -5.2050 2.9002 1.2435
H -1.9985 2.6069 2.6677
H -1.5530 1.2544 1.6956
C -1.1729 -0.7257 -2.5620
O -2.2702 -0.6784 -2.0267
N -0.0590 -0.8147 -1.7579
N -0.9929 -0.8045 -3.9141
H 0.8836 -0.9081 -2.0797
H -0.3654 -0.8194 -0.8009
H -1.7134 -0.3628 -4.4590
H -0.0870 -0.9381 -4.3231
C 2.4677 -3.5813 0.3877
O 1.8775 -4.2081 1.2504
N 2.8240 -4.0915 -0.8336
N 2.7872 -2.2439 0.5489
H 2.4522 -4.9709 -1.1358
H 3.3435 -3.5045 -1.4597
H 3.0641 -1.7091 -0.2564
H 2.2624 -1.7561 1.2487
C 1.5805 2.6302 0.8108
O 1.4660 3.8140 1.0299
N 1.4105 2.0574 -0.4191
N 1.9620 1.7400 1.8188
H 1.7096 1.1089 -0.5205
H 1.2017 2.6604 -1.1920
H 1.9782 2.2756 2.6748
H 1.5764 0.8111 1.8757
*
```

DFT (ωB97M-V/def2-TZVPD) results for a cluster of 5 separate species, C12H22FNO16S3 in total in a non-equilibrium geometry.

Summary:
M, g mol⁻¹: 551.50
Highest occupied orbital energy, eV: -10.555
SMILES: O=C1OC[C@@H](F)O1.O=S1(=O)OCCO1.O=S1(=O)OCCO1.O=S1(=O)OCCO1.CNC(C)=O
LUMO level, Eh: 0.0013

```
! RIJCOSX wB97M-V def2-TZVPD def2/J DEFGRID3
* xyz 0 1
O -11.5728 10.3822 -6.5157
C -10.6030 10.8267 -6.0043
O -10.5570 11.3844 -4.7551
C -9.3514 12.1019 -4.6339
C -8.4309 11.3487 -5.5895
F -7.6816 10.3838 -5.0039
O -9.3630 10.7960 -6.5169
H -9.4638 13.1752 -4.7796
H -8.9459 11.9813 -3.6237
H -7.7961 12.0195 -6.1721
O -9.2537 13.8261 -7.3946
S -10.2955 14.7651 -7.0873
O -10.9385 14.6229 -5.8196
O -9.7745 16.2948 -7.2494
C -10.7961 17.1709 -7.6975
C -11.9497 16.2252 -8.1885
O -11.3494 14.9579 -8.2742
H -11.0562 17.8096 -6.8543
H -10.4792 17.7925 -8.5349
H -12.3164 16.5239 -9.1640
H -12.7203 16.1782 -7.4155
O -8.5067 13.9443 -10.4185
S -7.9346 15.2510 -10.5092
O -6.8771 15.5359 -9.5811
O -7.5463 15.6314 -12.0104
C -7.7414 17.0199 -12.3213
C -8.7247 17.4932 -11.2270
O -9.0976 16.3768 -10.4370
H -6.8541 17.6381 -12.4161
H -8.2345 16.9563 -13.2911
H -9.6111 18.0013 -11.6025
H -8.1721 18.1568 -10.5529
O -15.7380 14.6048 -12.4129
S -14.6578 14.9508 -11.5584
O -14.8980 15.3447 -10.1942
O -13.5405 13.7883 -11.5771
C -12.4484 14.1077 -12.4280
C -12.3497 15.6282 -12.3365
O -13.6952 16.0455 -12.3219
H -11.5851 13.6057 -11.9907
H -12.5538 13.7831 -13.4648
H -11.8241 16.0874 -13.1718
H -11.8485 15.9171 -11.4029
C -10.3851 20.6231 -9.8551
N -11.7235 20.0452 -10.0218
C -12.2029 19.7160 -11.2314
C -13.6235 19.1920 -11.3312
O -11.5048 19.8057 -12.2387
H -9.6277 19.8546 -9.9737
H -10.2730 21.0613 -8.8664
H -10.3437 21.4185 -10.5960
H -12.3491 20.0642 -9.2341
H -13.7949 18.8663 -12.3515
H -14.2498 20.0763 -11.1734
H -13.9041 18.3994 -10.6408
*
```

DFT (ωB97M-V/def2-TZVPD) results for a cluster of 2 separate species, FH2N in total in a non-equilibrium geometry.

Summary:
Energy above the lowest of the compared OMol25 structures with the same formula, charge and spin, kcal per mole: 53.3
M, g mol⁻¹: 35.02
Highest occupied orbital energy (spin up / spin down), eV: -12.749 / -12.467
LUMO level (spin up / spin down), Eh: -0.0697 / -0.1274

```
! RIJCOSX wB97M-V def2-TZVPD def2/J DEFGRID3
* xyz 0 1
N 0.2943 0.3593 -0.6226
F -1.1793 -0.8175 0.5935
H -0.0320 0.7858 0.2647
H 0.9170 -0.3276 -0.2356
*
```

DFT (ωB97M-V/def2-TZVPD) results for a structure of composition C40H49BrIN8O4PV in a non-equilibrium geometry.

Summary:
Energy above the lowest of the compared OMol25 structures with the same formula, charge and spin, kcal per mole: 0.0
M, g mol⁻¹: 994.61
Highest occupied orbital energy (spin up / spin down), eV: -7.857 / -7.951
<S²>: 0.763
LUMO level (spin up / spin down), Eh: -0.0128 / -0.0064

```
! RIJCOSX wB97M-V def2-TZVPD def2/J DEFGRID3
* xyz 0 2
V 1.2511 -1.0967 -0.1595
O 1.6572 -1.4359 1.5798
C 2.7220 -1.4272 2.3632
C 2.6138 -1.8283 3.6956
C 3.7363 -1.8109 4.5014
C 4.9759 -1.3863 4.0181
C 5.0776 -0.9695 2.7058
C 3.9580 -0.9799 1.8707
C 4.1024 -0.5193 0.4994
N 3.1585 -0.4663 -0.3634
N 3.5417 -0.0325 -1.6653
C 2.5382 -0.2599 -2.4564
O 1.4119 -0.7785 -2.0726
C 2.6786 0.0398 -3.9062
C 3.9280 0.2946 -4.4629
C 4.0389 0.5390 -5.8225
C 2.9048 0.5369 -6.6250
C 1.6582 0.2868 -6.0689
C 1.5445 0.0294 -4.7093
H 1.6507 -2.1540 4.0642
H 3.6517 -2.1422 5.5294
H 5.8422 -1.3807 4.6646
H 6.0295 -0.6330 2.3108
H 5.0885 -0.2071 0.1586
H 4.7995 0.2909 -3.8227
H 5.0116 0.7261 -6.2588
H 2.9963 0.7184 -7.6885
H 0.7745 0.2872 -6.6940
H 0.5865 -0.1919 -4.2590
N 0.2304 0.2992 0.1059
P -0.3466 1.5966 0.7755
N -1.2738 1.1902 2.0745
C -1.1326 -0.0988 2.7668
C -2.3625 -0.3427 3.6261
C -2.5016 0.7322 4.7225
C -1.7573 2.0134 4.3318
C -1.9038 2.2771 2.8406
N 0.7868 2.6528 1.3461
C 1.0800 4.0160 0.8932
C 1.8855 4.7305 1.9677
C 3.2725 4.0848 2.1117
C 3.1938 2.5728 1.8389
C 1.8186 2.0431 2.2104
N -1.3431 2.4895 -0.1961
C -2.7015 1.9624 -0.4722
C -2.7290 0.9232 -1.5812
C -2.1453 1.5044 -2.8619
C -0.7354 2.0132 -2.5900
C -0.7460 3.0260 -1.4469
H -0.2349 -0.1091 3.3994
H -1.0046 -0.8809 2.0224
H -2.3003 -1.3393 4.0673
H -3.2418 -0.3395 2.9778
H -2.1260 0.3598 5.6773
H -3.5585 0.9647 4.8695
H -0.6929 1.9228 4.5662
H -2.1376 2.8677 4.8946
H -1.4358 3.2244 2.5684
H -2.9658 2.3548 2.5774
H 0.1424 4.5384 0.7022
H 1.6635 4.0172 -0.0358
H 1.3378 4.6659 2.9117
H 1.9676 5.7887 1.7166
H 3.6564 4.2617 3.1183
H 3.9742 4.5510 1.4175
H 3.9542 2.0337 2.4064
H 3.3689 2.3625 0.7804
H 1.6037 2.2686 3.2623
H 1.7804 0.9599 2.1045
H -3.3062 2.8299 -0.7568
H -3.1130 1.5540 0.4494
H -3.7573 0.5961 -1.7317
H -2.1403 0.0531 -1.2752
H -2.7672 2.3446 -3.1973
H -2.1489 0.7591 -3.6605
H -0.3113 2.4886 -3.4786
H -0.0892 1.1772 -2.3131
H -1.3377 3.9021 -1.7331
H 0.2667 3.3674 -1.2543
C -1.8704 -5.2546 -1.9333
N -0.6303 -4.8155 -1.3084
C 0.2549 -5.7181 -0.7855
C 1.4170 -5.3472 -0.2444
C 1.7559 -3.9328 -0.2227
O 2.8531 -3.5052 0.1154
N 0.7589 -3.0404 -0.6096
C -0.4175 -3.4421 -1.1966
O -1.2765 -2.6700 -1.5986
H -1.7802 -6.3127 -2.1699
H -2.0329 -4.6930 -2.8496
H -2.7247 -5.0979 -1.2741
H -0.0531 -6.7538 -0.8484
H 2.1187 -6.0634 0.1518
Br -6.4634 -1.0507 1.6877
C -5.9991 -1.4702 -0.0947
C -6.8932 -1.0892 -1.0883
C -6.5971 -1.3416 -2.4174
C -5.4037 -1.9626 -2.7554
C -4.5097 -2.3419 -1.7672
C -4.8092 -2.1063 -0.4277
I -3.4374 -2.7131 1.0018
H -7.8130 -0.5935 -0.8112
H -7.2985 -1.0421 -3.1853
H -5.1573 -2.1439 -3.7937
H -3.5555 -2.7791 -2.0186
*
```

DFT (ωB97M-V/def2-TZVPD) results for a cluster of 6 separate species, C12H36O6S6 in total in a non-equilibrium geometry.

Summary:
Energy above the lowest of the compared OMol25 structures with the same formula, charge and spin, kcal per mole: 36.9
M, g mol⁻¹: 468.82
Highest occupied orbital energy, eV: -8.557
LUMO level, Eh: 0.0096

```
! RIJCOSX wB97M-V def2-TZVPD def2/J DEFGRID3
* xyz 0 1
C 6.3876 -0.4664 0.3102
S 5.4763 -0.6725 -1.3349
O 5.0185 -2.1557 -1.4228
C 3.9051 0.1945 -0.7725
H 5.9680 -1.1460 1.0519
H 6.3270 0.5622 0.6657
H 7.4534 -0.6921 0.2759
H 3.4298 -0.4233 -0.0105
H 3.1773 0.1327 -1.5816
H 3.9633 1.1936 -0.3405
C -4.2348 0.0569 1.9031
S -5.3013 -0.4448 3.2877
O -6.0296 -1.7309 2.8485
C -4.0050 -0.9809 4.4508
H -3.3150 0.5469 2.2226
H -4.8573 0.7445 1.3306
H -3.8428 -0.8105 1.3722
H -3.6108 -0.0878 4.9356
H -3.2713 -1.6028 3.9379
H -4.5114 -1.5393 5.2381
C 2.0001 -4.2362 3.1190
S 2.7245 -3.0186 1.9180
O 2.6827 -1.7024 2.6209
C 4.5119 -3.6515 1.8180
H 1.1114 -3.9092 3.6588
H 2.8037 -4.4141 3.8336
H 1.7505 -5.1803 2.6346
H 5.1449 -3.4212 2.6749
H 5.0361 -3.3426 0.9137
H 4.5740 -4.7392 1.7848
C -6.6984 -0.2324 -0.9026
S -5.6075 0.2601 -2.3227
O -4.4587 0.9758 -1.6635
C -6.6679 1.5932 -3.0610
H -6.9038 0.6442 -0.2882
H -6.1901 -0.9481 -0.2564
H -7.6289 -0.6360 -1.3018
H -6.1939 2.0764 -3.9153
H -6.9136 2.3362 -2.3023
H -7.6102 1.1156 -3.3297
C 0.5378 -0.2569 1.0981
S -0.2678 0.9496 0.0198
O 0.7657 1.5087 -0.9577
C -1.1204 -0.3487 -1.0042
H 1.0755 0.2764 1.8820
H 1.3500 -0.7831 0.5966
H -0.1413 -0.9514 1.5928
H -0.3194 -0.7489 -1.6257
H -1.7634 0.1419 -1.7348
H -1.7696 -1.0543 -0.4857
C 1.5462 3.7011 -2.5438
S 2.2073 3.6202 -4.2728
O 1.4284 4.7318 -5.0058
C 3.9059 4.3314 -3.8389
H 2.1444 3.1819 -1.7950
H 0.5109 3.3647 -2.5988
H 1.5397 4.7075 -2.1252
H 4.4902 4.6013 -4.7186
H 4.5050 3.5914 -3.3083
H 3.7811 5.1867 -3.1748
*
```

DFT (ωB97M-V/def2-TZVPD) results for a structure of composition C16H28CoN in a non-equilibrium geometry.

Summary:
M, g mol⁻¹: 293.34
Highest occupied orbital energy (spin up / spin down), eV: -15.409 / -17.349
<S²>: 6.011
LUMO level (spin up / spin down), Eh: -0.2010 / -0.3544

```
! RIJCOSX wB97M-V def2-TZVPD def2/J DEFGRID3
* xyz 2 5
C 1.1489 1.9466 -0.7824
H 1.9574 2.3345 -0.1524
H 1.5990 1.5960 -1.7196
H 0.6618 1.1116 -0.1563
C 0.1544 3.0655 -1.0390
H -0.7554 2.6498 -1.4997
H -0.1511 3.4696 -0.0641
C 0.6965 4.2003 -1.9088
H -0.1076 4.9176 -2.1023
H 1.5134 4.7339 -1.4076
H 1.0646 3.8280 -2.8726
C -0.8220 -1.8111 0.0144
C -1.4478 -0.8902 -0.8954
C -0.4742 -0.5123 -1.8837
C 0.7620 -1.1840 -1.5702
C 0.5433 -1.9908 -0.3992
C 1.4924 -2.9717 0.1926
C 2.0061 -1.1886 -2.3926
C -0.7567 0.2875 -3.1116
C -2.9025 -0.5746 -0.9117
C -1.5324 -2.6345 1.0302
Co 0.1178 -0.1616 -0.0613
H 2.8577 -1.4858 -1.7717
H 1.9421 -1.8899 -3.2363
H 2.2127 -0.1921 -2.7998
H 2.5280 -2.6937 -0.0294
H 1.3672 -3.0090 1.2816
H 1.3126 -3.9833 -0.2000
H -2.4219 -2.1117 1.4008
H -1.8576 -3.5890 0.5878
H -0.8759 -2.8633 1.8787
H -3.0927 0.3847 -1.4054
H -3.4727 -1.3537 -1.4394
H -3.2843 -0.5189 0.1141
H 0.0489 1.0049 -3.3143
H -0.8615 -0.3541 -3.9988
H -1.6904 0.8496 -2.9932
C -0.4909 -0.2150 5.1804
C 0.5689 0.5365 4.3619
C 0.3782 0.4081 2.9305
N 0.2177 0.3199 1.7783
H -1.4907 0.1901 4.9887
H -0.2918 -0.1267 6.2512
H -0.4923 -1.2813 4.9262
H 0.5510 1.6075 4.6091
H 1.5699 0.1451 4.5920
*
```

DFT (ωB97M-V/def2-TZVPD) results for a cluster of 2 separate species, C5H9NO in total in a non-equilibrium geometry.

Summary:
Energy above the lowest of the compared OMol25 structures with the same formula, charge and spin, kcal per mole: 67.7
M, g mol⁻¹: 99.13
Highest occupied orbital energy (spin up / spin down), eV: -6.473 / -6.473
LUMO level (spin up / spin down), Eh: 0.0342 / 0.0342

```
! RIJCOSX wB97M-V def2-TZVPD def2/J DEFGRID3
* xyz 0 1
C 0.6287 1.7058 0.6096
C -0.0680 0.5114 0.0348
C -1.5416 0.3296 0.1449
N 0.6034 -0.2904 -0.7857
C 0.2219 -1.3514 -1.5109
C 0.2981 -2.1342 1.4040
O 1.3707 -2.4213 1.6588
H 0.4106 1.8186 1.6788
H 0.3310 2.6486 0.1239
H 1.7187 1.6236 0.5083
H -1.9206 0.8156 1.0492
H -1.7956 -0.7364 0.2039
H -2.0900 0.7497 -0.7148
H 1.6014 -0.1041 -0.8165
H -0.8284 -1.5625 -1.6367
H 0.9883 -1.8896 -2.0477
*
```